The following is a quantum chemistry calculation of a structure of composition C15H28LuNO2 at a distorted geometry, from the OMol25 dataset.

```
47
Properties=species:S:1:pos:R:3:forces:R:3:lowdin_charge:R:1
Lu -0.56505 -0.16347 -0.26856 8.50 -0.96 4.66 1.57
O -1.94142 -0.23810 1.54485 0.72 -0.87 0.14 -0.15
O -0.78739 -2.04505 0.90598 -1.31 0.63 2.17 -0.06
N -3.18124 -1.20864 3.38033 -0.74 -0.61 0.54 0.21
C 0.70902 3.00034 -1.48190 -0.16 0.66 -0.44 -0.03
C -1.06215 -1.52754 -3.90158 -0.05 0.52 -0.05 -0.03
C 1.07038 1.83916 -0.62869 -0.83 -0.05 0.80 -0.30
C 1.54294 0.07741 2.63415 0.04 -0.33 0.98 -0.03
C 0.10162 2.69381 1.63713 -0.37 0.54 0.32 -0.02
C -1.02886 -1.28058 -2.37251 0.42 -2.03 0.30 -0.33
C -1.55426 0.10812 -2.05468 -4.66 1.00 -2.42 -0.17
C 2.82106 -1.36752 0.18306 0.48 -0.95 0.03 -0.02
C 1.80960 0.69620 -1.03706 -0.25 -0.61 0.37 -0.28
C 0.82136 1.72599 0.77252 0.24 -0.23 -0.66 -0.30
C -1.50863 -1.43553 1.78023 1.11 0.64 -2.88 -0.57
C 2.36271 0.45752 -2.39358 0.23 -0.14 -0.92 -0.02
C -1.93301 -1.98434 3.08168 -0.42 -0.36 0.47 -0.01
C 2.03784 -0.11432 0.11356 -0.38 0.41 0.15 -0.30
C 1.44948 0.52955 1.22984 -0.41 -0.25 -0.76 -0.30
H 3.02271 -1.78319 -0.81795 -0.03 0.13 0.43 0.08
H 0.03253 -1.49167 -2.05520 -0.38 0.43 -0.08 0.11
H 2.48485 0.42506 3.10387 -0.44 -0.18 -0.19 0.12
H 1.62491 0.66946 -3.19241 0.37 -0.01 0.30 0.08
H 0.71627 0.46867 3.25327 0.31 -0.04 -0.20 0.08
H 1.56861 3.68316 -1.60739 -0.32 -0.27 0.02 0.11
H -2.10544 0.60707 -0.39453 -2.40 0.66 -3.74 0.17
H 3.24069 1.10193 -2.59638 -0.41 -0.26 0.14 0.12
H 2.28466 -2.14346 0.76165 0.30 0.26 -0.22 0.09
H -3.97339 -1.60333 2.84468 0.30 0.31 0.23 0.19
H -3.45516 -1.24416 4.36726 0.15 0.10 -0.05 0.19
H -1.18230 -1.76583 3.84065 0.02 -0.08 0.03 0.16
H -0.44190 3.44060 1.03867 0.19 -0.20 0.28 0.08
H -3.02288 -0.23885 3.04653 -0.12 -0.24 0.17 0.16
H -2.54634 0.20845 -2.48418 0.16 0.25 -0.20 0.11
H 2.69501 -0.58536 -2.52478 -0.10 0.42 0.04 0.08
H -0.74837 -2.53826 -4.18648 0.00 0.16 0.46 0.11
H -0.63361 2.19126 2.29054 0.26 0.20 -0.15 0.07
H 3.80000 -1.21484 0.67825 -0.45 -0.04 -0.24 0.11
H 1.53182 -1.02350 2.71593 0.10 0.35 -0.03 0.08
H 0.80210 3.23842 2.29493 -0.28 -0.18 -0.23 0.11
H -0.10825 3.59039 -1.03825 0.30 -0.18 -0.23 0.08
H -2.07389 -1.37859 -4.26400 -0.13 -0.02 -0.09 0.09
H -2.13582 -3.05237 3.03315 0.02 0.03 0.12 0.16
H -0.41211 -0.82338 -4.42073 0.01 0.03 0.02 0.09
H -1.62341 -2.07927 -1.88873 0.00 0.36 -0.13 0.13
H -0.89836 0.88065 -2.42915 0.29 0.87 0.48 0.08
H 0.39304 2.69792 -2.49398 0.15 0.16 0.25 0.08
```
Positions in Å, forces in eV/Å.

Its charge is +2. The value obtained for the total energy is -55198.005 eV.

---

The following is a quantum chemistry calculation of the molecule C15H28N2O at a distorted geometry, from the OMol25 dataset.

```
46
Properties=species:S:1:pos:R:3:forces:R:3:lowdin_charge:R:1
O -0.15174 -1.19075 -5.11818 0.09 3.23 3.06 0.04
N -0.08179 0.44026 -1.39015 0.87 1.23 0.24 -0.14
N 0.33433 -0.27217 2.83878 2.27 -1.83 0.14 0.05
C 0.76665 1.14528 -2.36499 -1.14 -0.08 -0.45 -0.17
C 1.24753 -0.93535 1.83942 1.45 0.19 1.03 -0.53
C -0.50755 0.82618 2.43606 -0.56 2.37 2.88 -0.56
C -0.98357 0.98932 0.99459 1.60 0.78 -0.78 -0.09
C 2.72640 -0.28112 1.75855 -0.07 -1.52 -1.85 -0.03
C -1.79563 0.77671 3.38976 -0.07 2.30 -3.97 -0.03
C -1.32472 -0.19757 -1.82374 0.72 0.63 -0.10 -0.15
C -2.62247 -1.14784 -3.74134 -0.42 1.92 -0.09 -0.06
C 0.21475 0.59219 0.03301 -2.08 -2.98 0.61 -0.22
C -1.51583 -0.11752 -3.35154 -0.36 -0.72 -0.51 -0.25
C 1.51765 -2.43927 2.13554 0.62 0.00 -0.74 -0.05
C 0.55848 -0.86246 0.56067 -1.44 1.02 -1.46 -0.14
C -0.16994 -0.37519 -4.14753 -0.85 -3.56 -0.87 -0.26
C 0.31852 2.10415 2.85217 -2.03 1.14 -1.22 -0.04
C 1.09231 0.12620 -3.43756 -1.21 2.61 -3.42 -0.11
H -2.27403 -2.13725 -3.77554 0.77 -1.30 -0.13 0.06
H 3.45283 -0.95166 1.13661 -1.55 0.96 0.73 0.11
H 1.09259 1.18580 0.17977 0.20 0.75 -0.12 0.11
H 0.63095 2.23377 3.91998 -0.63 -0.36 -0.85 0.10
H 1.19307 2.08681 2.22981 0.67 0.26 -0.16 0.05
H 2.03664 -2.91437 1.24940 -0.34 0.75 0.81 0.09
H -1.37415 -1.28191 -1.59948 0.14 0.47 0.49 0.13
H -0.39490 -1.40931 0.68873 0.23 0.14 -0.23 0.14
H 1.74162 -0.64637 -3.19790 0.78 -1.74 1.10 0.10
H -3.03549 -0.88612 -4.72729 0.08 -0.22 0.35 0.09
H -3.43758 -1.13629 -2.99583 0.27 0.27 -0.30 0.08
H -2.53378 1.61517 3.00351 1.36 -1.51 1.20 0.12
H 3.22153 -0.29559 2.70815 -0.02 0.43 0.84 0.06
H 0.27817 2.09598 -2.83072 0.67 -1.43 0.64 0.14
H 0.96553 0.09969 3.57728 -0.90 -0.63 -0.53 0.12
H 1.73688 1.46163 -1.97802 -0.35 0.05 0.66 0.12
H -2.15530 0.35606 -1.33718 0.01 -0.71 -0.31 0.13
H -0.33688 2.96098 2.46763 1.16 -0.56 1.05 0.10
H -2.25236 -0.16074 3.24625 -0.70 -1.21 -0.11 0.05
H -1.29665 2.05507 0.80980 0.13 -0.99 0.36 0.13
H 0.64468 -3.08603 2.28076 -0.04 0.56 0.42 0.08
H 2.23171 -2.46799 2.95667 -0.23 -0.50 0.31 0.07
H -1.95712 0.86042 -3.54217 0.47 0.27 -0.40 0.14
H 1.10324 -1.36232 -0.20716 0.57 -0.42 -0.61 0.12
H 1.66495 0.60760 -4.27079 -0.30 0.03 0.42 0.14
H -1.48248 0.88356 4.37211 0.30 0.44 1.94 0.04
H -1.85110 0.34560 0.90242 -0.05 -0.20 -0.61 0.10
H 2.76408 0.70677 1.26967 -0.09 -0.29 0.53 0.06
```
Positions in Å, forces in eV/Å.

Its charge is 0. Its SMILES is C[C@H]1CN(C2CC(C)(C)NC(C)(C)C2)CCC1=O. The value obtained for the total energy is -21034.741 eV.

---

The following is a quantum chemistry calculation of a cluster of 2 separate species, C15H28N2O7PS in total at a distorted geometry, from the OMol25 dataset.

```
54
Properties=species:S:1:pos:R:3:forces:R:3:lowdin_charge:R:1
S 3.31963 -2.42310 3.07730 0.97 -0.01 0.29 0.21
P 1.78179 1.46693 2.53991 2.20 -1.46 -0.01 0.74
O 3.52901 -1.17631 3.85988 -0.53 0.06 0.12 -0.48
O 1.61144 0.57930 -1.95625 -1.07 0.35 0.21 -0.06
O 3.03952 0.86362 2.08483 0.13 0.80 -0.85 -0.37
O 4.22041 -2.42041 1.89303 -0.35 0.03 -0.12 -0.46
O 1.38071 2.58316 -0.03965 0.63 0.21 -0.25 0.01
O 3.61618 -3.59757 3.92149 -0.49 -0.06 -0.12 -0.46
O 1.87596 -2.46991 2.59563 -0.03 0.24 -0.16 -0.49
N 0.47379 1.46907 0.04185 0.82 3.50 -0.35 -0.17
N -4.38503 -0.21663 -0.78614 -0.67 2.04 0.64 -0.15
C -3.89453 -1.17677 -1.61129 0.05 -0.28 -0.05 -0.11
C 1.28351 0.37385 -0.63211 1.54 -1.75 -0.11 -0.31
C 3.62350 -0.89380 -2.13985 1.09 -0.11 0.56 -0.22
C -4.81928 -0.75453 0.37677 -0.21 -1.19 0.84 -0.12
C 4.08204 -1.34996 -0.73023 -1.34 0.35 -0.26 -0.10
C -0.72492 1.99247 -0.68035 -1.85 -1.61 -0.64 -0.08
C 3.02979 0.51559 -2.19479 0.54 -0.10 -1.07 -0.19
C -4.61569 -2.10734 0.32443 0.24 -0.31 -0.50 -0.08
C -4.51454 1.21362 -1.01361 0.25 -0.04 -1.84 -0.13
C -4.02341 -2.36095 -0.94300 0.06 -0.87 -0.06 -0.10
C 0.37677 1.01980 1.43637 -1.36 -2.05 1.37 -0.32
C 0.47595 -0.86630 -0.23900 0.50 1.63 -0.28 -0.05
C 0.25267 -0.56006 1.28930 0.25 -0.55 -1.59 -0.10
C -2.07167 1.40481 -0.19575 0.28 1.13 0.29 -0.16
C -3.16553 1.94439 -1.14422 0.32 -0.12 0.81 -0.16
H -3.33708 2.99238 -0.86281 0.06 -0.08 -0.36 0.12
H -5.18425 1.68600 -0.29461 0.30 -0.39 0.32 0.12
H 3.57899 1.22688 -1.56144 -0.27 -0.28 0.24 0.13
H -0.76706 -0.90073 1.48324 0.27 0.12 0.75 0.11
H -2.25347 1.84510 0.79437 -0.15 -0.47 -0.01 0.12
H -0.51751 1.28459 2.01679 -0.15 0.71 -0.85 0.12
H 2.24221 0.44707 -0.09418 -0.52 -0.28 0.66 0.14
H -5.02637 1.32594 -1.98301 0.01 0.11 0.24 0.12
H -0.41018 -0.85151 -0.89390 -0.12 -0.20 0.39 0.11
H 1.07196 -1.15974 1.80698 -0.41 -0.06 0.62 0.07
H -2.04895 0.31752 -0.11034 -0.04 0.14 -0.15 0.10
H 4.60210 -2.30686 -0.72442 0.07 0.20 0.00 0.08
H -2.76820 1.92803 -2.16608 -0.36 -0.12 0.03 0.11
H -0.79076 3.08129 -0.66817 0.43 -0.13 0.41 0.14
H 1.43733 0.95952 3.81488 -0.65 0.28 -0.21 0.06
H 1.04775 -1.75794 -0.49664 0.00 0.00 0.54 0.13
H -5.27675 -0.22644 1.20145 0.15 0.44 -0.38 0.12
H -0.64522 1.70969 -1.73705 0.60 0.02 0.22 0.14
H 3.19474 -1.49963 -0.10472 0.41 -0.21 0.20 0.04
H 1.01981 3.31746 0.48041 -0.22 -0.25 0.08 0.11
H -4.86758 -2.84762 1.06878 0.06 0.17 0.01 0.09
H 4.52578 -0.86791 -2.77372 -0.26 0.10 -0.06 0.10
H 3.16858 0.88131 -3.22071 -0.40 0.05 0.16 0.12
H -3.50653 -0.99135 -2.60221 -0.07 0.23 0.15 0.12
H 1.88082 2.88742 2.66128 -0.75 -0.11 0.03 0.00
H 4.65382 -0.57424 -0.21347 0.15 -0.24 -0.12 0.09
H 2.95977 -1.63840 -2.59930 -0.10 0.30 0.05 0.11
H -3.74184 -3.32076 -1.35596 0.01 0.09 0.17 0.10
```
Positions in Å, forces in eV/Å.

Its charge is -1. The value obtained for the total energy is -53441.040 eV.

---

ΔE to the lowest compared entry with this formula, charge and spin for the records above, in order: 318.7; 295.3; 135.3 kJ/mol